Entry 1:
Below is a structure of composition C48H44AsBrN2O2PRuS, with properties calculated with ωB97M-V with the def2-TZVPD basis set.

Largest force on an atom   0.01251 hartree/bohr
Net charge   0
2S+1   2
Energy relative to the best compared isomer or geometry (same formula, charge and spin)   196.3 kJ/mol
Gap between HOMO and LUMO (alpha / beta)   6.87 / 5.79 eV
E   -211152.988 eV
HOMO energy (alpha / beta)   -0.229 / -0.239 hartree

Each line ends with the Löwdin charge.
Atoms and positions in Å:
Ru (-0.41, -0.06, -0.63)  0.7550
S (-1.22, 4.35, -0.38)  0.9942
C (-1.15, 3.75, 1.22)  -0.4221
C (-0.90, 2.41, 1.27)  -0.2434
C (-0.76, 1.81, -0.03)  -0.3674
C (-0.91, 2.77, -1.00)  -0.5395
C (-0.94, 2.29, -2.36)  -0.2776
C (-1.16, 3.05, -3.51)  -0.0175
C (-1.28, 2.42, -4.73)  -0.0656
C (-1.18, 1.04, -4.78)  -0.0666
C (-0.92, 0.35, -3.62)  -0.1855
N (-0.77, 0.95, -2.43)  -0.0700
H (-1.29, 4.42, 2.06)  0.0626
H (-0.80, 1.86, 2.20)  0.0838
H (-1.26, 4.12, -3.41)  0.1071
H (-1.46, 3.00, -5.62)  0.1070
H (-1.29, 0.49, -5.71)  0.1035
H (-0.84, -0.73, -3.61)  0.0809
N (0.37, -2.19, -0.89)  -0.0474
C (1.78, -2.35, -1.14)  -0.2916
C (2.37, -3.60, -1.30)  -0.0285
C (3.70, -3.69, -1.67)  -0.0794
C (4.44, -2.53, -1.91)  -0.0776
C (3.86, -1.29, -1.72)  -0.0898
C (2.54, -1.19, -1.29)  -0.2814
P (1.73, 0.38, -0.79)  1.0737
C (2.41, 1.48, -2.08)  -0.3243
C (3.16, 2.62, -1.82)  -0.0595
C (3.66, 3.39, -2.87)  -0.0728
C (3.41, 3.03, -4.18)  -0.0857
C (2.69, 1.87, -4.45)  -0.0750
C (2.20, 1.10, -3.41)  -0.1107
C (2.76, 0.77, 0.94)  -0.4671
C (2.48, 2.14, 1.39)  -0.0524
C (3.47, 3.06, 1.59)  -0.1057
C (4.82, 2.73, 1.39)  -0.0867
C (5.15, 1.42, 1.03)  -0.0828
C (4.19, 0.47, 0.84)  -0.0524
H (-0.21, -2.60, -1.61)  0.0232
H (0.08, -2.57, 0.01)  0.0671
H (1.78, -4.49, -1.16)  0.1128
H (4.16, -4.66, -1.80)  0.1026
H (5.47, -2.60, -2.24)  0.1038
H (4.43, -0.39, -1.90)  0.1138
H (3.36, 2.93, -0.80)  0.0766
H (4.23, 4.28, -2.65)  0.1033
H (3.80, 3.63, -4.99)  0.1006
H (2.51, 1.57, -5.47)  0.1047
H (1.68, 0.18, -3.63)  0.0984
H (1.44, 2.41, 1.56)  0.0915
H (3.20, 4.06, 1.91)  0.1102
H (5.59, 3.47, 1.56)  0.0965
H (6.19, 1.14, 0.92)  0.1052
H (4.46, -0.56, 0.64)  0.1115
C (1.90, -2.03, 3.13)  -0.0321
C (2.40, -0.61, 2.94)  -0.4154
C (1.79, 0.35, 3.95)  -0.0228
O (2.01, -0.25, 1.61)  -0.1745
H (2.14, -2.40, 4.13)  0.0832
H (2.36, -2.69, 2.39)  0.0806
H (0.82, -2.05, 2.99)  0.0581
H (3.49, -0.58, 3.02)  0.1393
H (0.71, 0.36, 3.85)  0.0633
H (2.17, 1.37, 3.81)  0.0739
H (2.04, 0.03, 4.97)  0.0862
Br (-2.60, -1.51, -1.31)  0.0640
O (-0.98, -0.82, 1.39)  -0.5773
As (-2.41, -0.93, 2.21)  1.1943
C (-2.18, -0.12, 3.94)  -0.3020
C (-1.38, -0.74, 4.89)  -0.1234
C (-1.15, -0.14, 6.12)  -0.0801
C (-1.72, 1.10, 6.39)  -0.0757
C (-2.52, 1.73, 5.44)  -0.0712
C (-2.75, 1.12, 4.22)  -0.0879
C (-2.80, -2.77, 2.60)  -0.2986
C (-2.48, -3.74, 1.66)  -0.0966
C (-2.77, -5.07, 1.91)  -0.0696
C (-3.38, -5.44, 3.11)  -0.0806
C (-3.70, -4.47, 4.05)  -0.0784
C (-3.42, -3.14, 3.79)  -0.1120
C (-4.02, -0.15, 1.51)  -0.3458
C (-5.23, -0.71, 1.89)  -0.0892
C (-6.42, -0.15, 1.45)  -0.0776
C (-6.40, 0.97, 0.63)  -0.0775
C (-5.19, 1.52, 0.25)  -0.0608
C (-4.00, 0.97, 0.68)  -0.1225
H (-0.93, -1.71, 4.68)  0.1065
H (-0.53, -0.63, 6.85)  0.1080
H (-1.54, 1.58, 7.35)  0.1044
H (-2.96, 2.69, 5.66)  0.1054
H (-3.38, 1.61, 3.48)  0.1043
H (-2.05, -3.44, 0.71)  0.0355
H (-2.52, -5.83, 1.18)  0.1063
H (-3.60, -6.48, 3.30)  0.1037
H (-4.18, -4.75, 4.98)  0.1043
H (-3.66, -2.38, 4.54)  0.1048
H (-5.26, -1.59, 2.52)  0.0951
H (-7.37, -0.60, 1.75)  0.1031
H (-7.33, 1.40, 0.28)  0.1031
H (-5.17, 2.39, -0.41)  0.1095
H (-3.06, 1.39, 0.35)  0.0709

---

Entry 2:
Below is a cluster of 7 separate species, C48H44BFN3O31 in total in a non-equilibrium geometry, with properties calculated with ωB97M-V with the def2-TZVPD basis set.

Largest force on an atom   0.05244 hartree/bohr
Net charge   +1
2S+1   1
Gap between HOMO and LUMO   6.78 eV
E   -121813.758 eV
HOMO energy   -0.405 hartree

Each line ends with the Löwdin charge.
Atoms and positions in Å:
C (-2.96, -1.42, -0.39)  -0.0020
O (-2.79, -1.00, -1.77)  0.0497
B (-2.00, 0.11, -1.84)  -0.5753
O (-2.46, 1.29, -1.23)  0.1175
C (-0.59, 0.02, -2.55)  0.0603
C (0.00, -1.17, -2.88)  -0.1641
F (-0.41, -2.38, -2.70)  0.2273
N (1.21, -0.78, -3.45)  0.0257
O (2.09, -1.71, -3.91)  0.0143
N (1.91, -1.73, -5.38)  0.0772
O (2.15, -2.78, -5.78)  0.1893
C (1.34, 0.54, -3.46)  -0.1659
C (2.57, 1.25, -3.99)  -0.0457
C (3.78, 0.75, -3.09)  -0.1536
C (4.60, 1.89, -2.47)  -0.1514
C (3.91, 2.48, -1.21)  -0.1768
O (3.93, 1.52, -0.13)  -0.0463
C (2.62, 1.41, 0.30)  -0.3186
O (2.12, 2.14, 1.10)  0.1208
N (0.24, 1.09, -2.94)  0.0875
C (0.03, 2.53, -2.81)  -0.0307
C (-0.31, 3.26, -4.14)  -0.3705
C (0.20, 4.74, -4.15)  -0.0128
O (0.19, 2.61, -5.31)  -0.0439
H (-4.01, -1.32, -0.08)  0.1113
H (-2.35, -0.82, 0.31)  0.0978
H (-2.62, -2.47, -0.33)  0.0946
H (-1.76, 1.59, -0.63)  0.1265
H (2.74, 1.07, -5.06)  0.1313
H (2.47, 2.34, -3.85)  0.1064
H (3.37, 0.13, -2.27)  0.1074
H (4.43, 0.07, -3.67)  0.1198
H (4.84, 2.72, -3.15)  0.1269
H (5.54, 1.45, -2.11)  0.1300
H (2.88, 2.82, -1.40)  0.1032
H (4.50, 3.36, -0.91)  0.1400
H (2.03, 0.60, -0.19)  0.1469
H (-0.72, 2.78, -2.05)  0.1411
H (0.99, 2.96, -2.45)  0.1112
H (-1.40, 3.32, -4.25)  0.1424
H (0.19, 5.08, -5.20)  0.0976
H (1.22, 4.79, -3.74)  0.0838
H (-0.53, 5.35, -3.60)  0.0955
H (1.04, 2.99, -5.54)  0.0947
C (2.62, 4.07, 7.20)  0.0870
C (2.44, 5.07, 6.33)  -0.2317
C (2.41, 4.82, 4.85)  -0.3087
O (2.22, 5.76, 4.10)  0.1139
C (2.59, 3.45, 4.38)  0.0841
C (2.77, 2.46, 5.25)  -0.2058
C (2.78, 2.70, 6.73)  -0.2886
O (2.93, 1.75, 7.48)  0.1097
O (2.94, 1.19, 4.84)  0.0775
O (2.30, 6.33, 6.73)  0.1182
H (2.65, 4.23, 8.27)  0.1402
H (2.58, 3.29, 3.31)  0.1150
H (3.03, 0.66, 5.66)  0.0758
H (2.19, 6.85, 5.91)  0.1212
C (-2.07, 1.38, -7.21)  0.0785
C (-2.72, 0.72, -6.25)  -0.2174
C (-3.66, -0.40, -6.56)  -0.3136
O (-4.21, -0.98, -5.64)  0.1199
C (-3.87, -0.75, -7.96)  0.0809
C (-3.22, -0.09, -8.93)  -0.2341
C (-2.27, 1.01, -8.62)  -0.3072
O (-1.69, 1.57, -9.53)  0.1227
O (-3.40, -0.39, -10.22)  0.1223
O (-2.58, 1.02, -4.95)  0.0836
H (-1.39, 2.19, -7.00)  0.1151
H (-4.57, -1.56, -8.17)  0.1402
H (-2.82, 0.23, -10.71)  0.1238
H (-3.16, 0.39, -4.48)  0.1101
C (-6.01, 4.24, 0.62)  0.0749
C (-7.23, 4.50, 0.14)  -0.2335
C (-7.64, 4.06, -1.24)  -0.3134
O (-8.77, 4.30, -1.62)  0.1222
C (-6.66, 3.38, -2.06)  0.0788
C (-5.43, 3.13, -1.58)  -0.2262
C (-5.03, 3.54, -0.20)  -0.3083
O (-3.91, 3.27, 0.20)  0.0961
O (-4.50, 2.50, -2.32)  0.0847
O (-8.15, 5.14, 0.85)  0.1218
H (-5.70, 4.55, 1.61)  0.1369
H (-6.96, 3.08, -3.06)  0.1370
H (-3.70, 2.42, -1.75)  0.0687
H (-8.94, 5.20, 0.29)  0.1245
C (-1.86, -6.12, -2.14)  0.0692
C (-0.81, -6.89, -2.43)  -0.2379
C (-0.14, -7.74, -1.40)  -0.3173
O (0.80, -8.44, -1.72)  0.1162
C (-0.67, -7.70, -0.04)  0.0784
C (-1.72, -6.93, 0.26)  -0.2353
C (-2.40, -6.10, -0.78)  -0.3180
O (-3.36, -5.43, -0.47)  0.1036
O (-2.22, -6.87, 1.49)  0.1177
O (-0.28, -6.93, -3.66)  0.1083
H (-2.35, -5.50, -2.88)  0.1346
H (-0.17, -8.31, 0.71)  0.1390
H (-2.97, -6.25, 1.45)  0.1205
H (0.46, -7.56, -3.61)  0.1210
C (-1.00, -1.73, 6.51)  0.0878
C (-1.71, -2.72, 5.96)  -0.2370
C (-1.35, -3.29, 4.63)  -0.3208
O (-2.02, -4.21, 4.18)  0.1020
C (-0.21, -2.73, 3.92)  0.0672
C (0.50, -1.73, 4.46)  -0.2264
C (0.16, -1.17, 5.81)  -0.3033
O (0.84, -0.28, 6.28)  0.1046
O (1.55, -1.20, 3.83)  0.1038
O (-2.77, -3.25, 6.57)  0.1137
H (-1.25, -1.30, 7.47)  0.1400
H (0.03, -3.14, 2.95)  0.1295
H (1.93, -0.51, 4.41)  0.0804
H (-3.11, -3.94, 5.97)  0.1193
C (6.62, -1.82, 6.87)  0.0799
C (5.44, -1.19, 6.98)  -0.2218
C (4.15, -1.90, 6.69)  -0.2848
O (3.10, -1.29, 6.82)  0.0931
C (4.20, -3.29, 6.26)  0.0804
C (5.38, -3.92, 6.15)  -0.2319
C (6.67, -3.22, 6.46)  -0.3142
O (7.71, -3.84, 6.36)  0.1176
O (5.47, -5.19, 5.76)  0.1180
O (5.35, 0.09, 7.35)  0.1118
H (7.55, -1.32, 7.07)  0.1383
H (3.26, -3.78, 6.05)  0.1357
H (6.42, -5.40, 5.76)  0.1230
H (4.39, 0.31, 7.36)  0.0767